No. 1
{"formula": "CH7N5", "method": "wB97M-V/def2-TZVPD", "species": ["N", "C", "N", "N", "N", "N", "H", "H", "H", "H", "H", "H", "H"], "xyz": [[-1.620, -0.777, -1.122], [-0.634, -0.351, -0.460], [-0.468, -0.432, 0.938], [0.880, -0.826, 1.280], [0.364, 0.301, -1.124], [0.821, 1.556, -0.542], [-2.321, -1.242, -0.526], [-1.062, -1.235, 1.241], [1.251, -0.009, 1.832], [1.488, -0.899, 0.464], [0.106, 0.449, -2.082], [-0.004, 2.113, -0.255], [1.199, 1.351, 0.357]], "lowdin_charge": [0.1218, -0.5850, -0.0472, -0.0183, -0.0531, 0.0286, 0.0488, 0.1266, 0.0827, 0.0698, 0.1145, 0.0882, 0.0226], "homo_energy_ev": -9.293, "smiles": "N=C(NN)NN", "mol_weight_g_mol": 89.1, "total_charge": 0, "gap_ha": 0.376}

=====

No. 2
{"formula": "C2H2N2O", "method": "wB97M-V/def2-TZVPD", "species": ["C", "C", "N", "N", "O", "H", "H"], "xyz": [[-1.241, 1.062, 1.098], [0.923, -1.291, 0.230], [-1.095, 0.912, -0.076], [0.499, -0.310, -0.310], [1.144, -2.223, 0.841], [-0.970, 1.559, -0.787], [0.740, 0.290, -0.996]], "lowdin_charge": [0.0088, -0.3941, -0.0403, 0.1343, 0.1845, 0.0532, 0.0535], "homo_energy_ev": -9.930, "mol_weight_g_mol": 70.1, "total_charge": 0, "gap_ha": 0.386}

=====

No. 3
{"formula": "C17H21CdF3NO9P2S", "method": "wB97M-V/def2-TZVPD", "species": ["Cd", "C", "C", "O", "P", "O", "O", "O", "P", "O", "O", "O", "H", "H", "H", "H", "H", "H", "H", "O", "N", "F", "C", "F", "F", "O", "S", "C", "C", "C", "C", "C", "C", "C", "C", "C", "C", "C", "C", "C", "C", "H", "H", "H", "H", "H", "H", "H", "H", "H", "H", "H", "H", "H", "H"], "xyz": [[1.492, 0.968, 1.638], [2.593, 4.548, -0.682], [2.407, 3.266, 0.106], [1.006, 3.046, 0.483], [2.951, 1.770, -0.840], [4.520, 1.782, -0.875], [2.577, 1.951, -2.365], [2.303, 0.515, -0.346], [3.287, 3.227, 1.766], [4.758, 3.733, 1.422], [2.516, 4.076, 2.694], [3.404, 1.723, 2.047], [1.857, 4.603, -1.482], [3.599, 4.598, -1.107], [2.471, 5.410, -0.023], [0.832, 3.702, 1.179], [4.969, 1.721, -0.014], [3.205, 2.462, -2.899], [5.041, 4.478, 1.976], [1.116, -0.640, 3.336], [0.445, -0.514, 4.278], [-0.452, 1.469, 3.556], [0.234, 0.972, 4.574], [1.412, 1.556, 4.659], [-0.435, 1.034, 5.691], [-0.448, 0.187, 1.074], [-1.156, 0.080, -0.295], [-0.262, -1.146, -1.307], [-0.052, -2.497, -0.680], [-0.640, -3.623, -1.242], [-0.459, -4.877, -0.671], [0.300, -5.011, 0.481], [0.904, -3.895, 1.039], [0.741, -2.647, 0.452], [-2.642, -0.840, 0.125], [-3.544, -0.974, -1.078], [-3.966, -2.226, -1.501], [-4.812, -2.349, -2.596], [-5.235, -1.219, -3.279], [-4.816, 0.036, -2.862], [-3.975, 0.158, -1.765], [0.683, -0.648, -1.526], [-0.865, -1.194, -2.217], [-1.228, -3.519, -2.147], [-0.916, -5.748, -1.125], [0.441, -5.986, 0.929], [1.513, -3.996, 1.931], [1.257, -1.794, 0.863], [-3.102, -0.239, 0.911], [-2.325, -1.796, 0.539], [-3.647, -3.110, -0.961], [-5.141, -3.331, -2.915], [-5.903, -1.315, -4.126], [-5.152, 0.922, -3.387], [-3.662, 1.143, -1.435]], "lowdin_charge": [1.4475, -0.0558, -0.5722, -0.1401, 0.4733, -0.0692, -0.0694, -0.3546, 0.2805, -0.1077, -0.2665, -0.4175, 0.0944, 0.0941, 0.0981, 0.0954, 0.0998, 0.1142, 0.1107, -0.0009, 0.1528, 0.1476, -0.6985, 0.1842, 0.2193, -0.6626, 1.0272, -0.2550, -0.2730, -0.0473, -0.0629, -0.0717, -0.0611, -0.0526, -0.2684, -0.2912, -0.0467, -0.0634, -0.0716, -0.0656, -0.0569, 0.0724, 0.1062, 0.1151, 0.1113, 0.1102, 0.1101, 0.0703, 0.1092, 0.1033, 0.1136, 0.1112, 0.1102, 0.1107, 0.1092], "homo_energy_ev": -11.829, "mol_weight_g_mol": 646.8, "total_charge": 1, "gap_ha": 0.265}

=====

No. 4
{"formula": "C37H49Cl5O3PSeZn", "method": "wB97M-V/def2-TZVPD", "species": ["Zn", "C", "C", "C", "C", "C", "C", "C", "Se", "C", "C", "C", "C", "C", "C", "O", "C", "C", "C", "C", "C", "C", "C", "C", "C", "O", "C", "C", "C", "C", "C", "C", "H", "H", "H", "H", "H", "H", "H", "H", "H", "H", "H", "H", "H", "H", "H", "H", "H", "H", "H", "H", "H", "H", "H", "H", "H", "H", "H", "H", "H", "H", "H", "H", "H", "H", "H", "H", "H", "H", "H", "H", "Cl", "C", "C", "C", "Cl", "C", "Cl", "C", "Cl", "C", "Cl", "C", "P", "C", "C", "O", "H", "H", "H", "H", "H", "H", "H", "H", "H"], "xyz": [[1.528, -1.574, -1.027], [-3.416, 4.672, -1.323], [-2.046, 4.396, -0.703], [-2.127, 4.719, 0.796], [-1.028, 5.336, -1.363], [-1.607, 2.946, -0.892], [-0.383, 2.521, -0.395], [0.047, 1.213, -0.541], [1.757, 0.737, 0.186], [1.195, -0.062, 1.833], [0.854, 0.758, 2.889], [0.425, 0.228, 4.098], [0.400, -1.161, 4.185], [0.750, -2.030, 3.156], [1.136, -1.484, 1.896], [1.412, -2.218, 0.870], [0.651, -3.535, 3.465], [1.102, -4.480, 2.346], [-0.811, -3.883, 3.788], [1.523, -3.855, 4.691], [0.004, 1.157, 5.234], [-1.176, 2.026, 4.774], [-0.433, 0.386, 6.480], [1.174, 2.070, 5.624], [-0.730, 0.231, -1.208], [-0.321, -0.984, -1.395], [-2.002, 0.659, -1.700], [-2.387, 1.982, -1.532], [-2.904, -0.341, -2.427], [-2.209, -0.829, -3.709], [-4.242, 0.279, -2.840], [-3.217, -1.535, -1.512], [-3.686, 5.719, -1.166], [-4.193, 4.054, -0.870], [-3.415, 4.484, -2.398], [-2.433, 5.758, 0.951], [-1.163, 4.575, 1.284], [-2.849, 4.067, 1.290], [-1.320, 6.381, -1.223], [-0.962, 5.137, -2.434], [-0.034, 5.205, -0.935], [0.268, 3.215, 0.127], [0.913, 1.832, 2.748], [0.080, -1.606, 5.117], [0.494, -4.374, 1.452], [1.013, -5.506, 2.717], [2.135, -4.301, 2.054], [-1.451, -3.667, 2.930], [-1.188, -3.314, 4.640], [-0.902, -4.947, 4.025], [2.568, -3.618, 4.484], [1.454, -4.919, 4.932], [1.219, -3.291, 5.574], [-2.027, 1.400, 4.500], [-0.912, 2.623, 3.901], [-1.487, 2.707, 5.571], [-1.286, -0.262, 6.272], [-0.728, 1.090, 7.262], [0.377, -0.232, 6.873], [1.509, 2.667, 4.776], [2.023, 1.477, 5.969], [0.880, 2.754, 6.425], [-3.347, 2.281, -1.925], [-2.110, -0.004, -4.421], [-2.805, -1.610, -4.187], [-1.224, -1.229, -3.481], [-4.113, 1.115, -3.531], [-4.809, 0.631, -1.975], [-4.842, -0.480, -3.345], [-2.307, -2.045, -1.210], [-3.865, -2.243, -2.038], [-3.742, -1.196, -0.616], [0.480, -3.528, -3.523], [2.140, -3.757, -3.036], [2.626, -2.988, -1.993], [3.954, -3.202, -1.660], [4.651, -2.233, -0.388], [4.767, -4.131, -2.304], [6.417, -4.356, -1.844], [4.233, -4.888, -3.343], [5.212, -6.049, -4.166], [2.905, -4.699, -3.718], [2.241, -5.629, -5.016], [3.330, 1.903, -4.277], [1.901, 0.824, -4.046], [1.636, 0.003, -5.631], [0.501, 1.935, -3.845], [2.110, -0.154, -2.948], [3.177, 2.617, -5.086], [4.206, 1.290, -4.488], [3.504, 2.442, -3.345], [1.511, 0.718, -6.445], [0.743, -0.618, -5.546], [2.484, -0.648, -5.838], [0.400, 2.582, -4.717], [0.631, 2.541, -2.948], [-0.409, 1.349, -3.710]], "lowdin_charge": [0.5614, -0.0728, -0.5616, -0.0521, -0.0555, -0.1938, -0.1065, -0.4059, 1.1520, -0.3917, -0.0868, -0.1887, -0.0015, -0.0835, -0.3681, -0.1929, -0.5312, -0.0662, -0.0534, -0.0588, -0.5617, -0.0523, -0.0742, -0.0555, -0.3866, -0.1828, -0.1041, 0.0103, -0.5299, -0.0543, -0.0794, -0.0383, 0.0795, 0.0846, 0.0840, 0.0783, 0.0733, 0.0888, 0.0780, 0.0827, 0.0751, 0.0949, 0.0964, 0.0851, 0.0814, 0.0772, 0.0842, 0.0896, 0.0704, 0.0775, 0.0888, 0.0769, 0.0674, 0.0891, 0.0705, 0.0775, 0.0833, 0.0787, 0.0833, 0.0738, 0.0869, 0.0770, 0.0795, 0.0774, 0.0838, 0.0358, 0.0795, 0.0844, 0.0805, 0.0759, 0.0790, 0.0883, 0.6821, -0.6881, -0.2262, -0.6864, 0.6649, -0.7101, 0.6447, -0.7128, 0.6431, -0.7106, 0.6413, -0.1736, 0.5430, -0.1667, -0.1512, -0.3785, 0.0481, 0.0530, 0.0539, 0.0489, 0.0462, 0.0557, 0.0589, 0.0512, 0.0375], "homo_energy_ev": -4.454, "mol_weight_g_mol": 894.4, "total_charge": -1, "gap_ha": 0.246}

=====

No. 5
{"formula": "C10H22NOP", "method": "wB97M-V/def2-TZVPD", "species": ["C", "C", "C", "C", "C", "C", "C", "C", "C", "C", "N", "O", "P", "H", "H", "H", "H", "H", "H", "H", "H", "H", "H", "H", "H", "H", "H", "H", "H", "H", "H", "H", "H", "H", "H"], "xyz": [[-0.786, 1.186, 0.643], [0.521, 0.687, 1.174], [-1.255, 0.087, -0.266], [-0.914, 2.635, 0.085], [0.491, 0.837, 2.759], [1.644, 1.379, 0.569], [-1.123, 0.545, -1.733], [-2.687, -0.540, 0.075], [2.305, -1.302, -1.075], [0.483, -2.968, -1.153], [0.966, -1.608, -0.997], [0.788, -3.801, -0.170], [0.060, -1.070, 0.430], [-1.495, 1.222, 1.457], [-0.087, 2.821, -0.729], [-0.896, 3.247, 0.989], [-1.913, 2.668, -0.333], [1.200, 0.122, 3.158], [-0.540, 0.689, 3.182], [0.605, 1.964, 2.937], [2.554, 1.188, 1.053], [1.408, 2.380, 0.464], [1.850, 1.014, -0.465], [-1.640, 1.473, -1.932], [-1.503, -0.053, -2.509], [-0.055, 0.696, -2.099], [-3.003, -1.129, -0.788], [-3.424, 0.323, 0.217], [-2.603, -1.005, 1.021], [2.673, -0.912, -0.159], [2.901, -2.144, -1.479], [2.406, -0.450, -1.815], [-0.492, -3.287, -1.589], [1.113, -3.233, -2.020], [0.450, -3.660, 1.098]], "lowdin_charge": [-0.4443, -0.5754, -0.5731, -0.0517, -0.0538, -0.1078, -0.0829, -0.0687, -0.1804, -0.4862, -0.3522, -0.2001, 1.1632, 0.1113, 0.1176, 0.0813, 0.0696, 0.0631, 0.0784, 0.1072, 0.0762, 0.0473, 0.0752, 0.0603, 0.0505, 0.0982, 0.0706, 0.0950, 0.0328, 0.0520, 0.1039, 0.0918, 0.1299, 0.1228, 0.2781], "homo_energy_ev": -7.730, "mol_weight_g_mol": 203.3, "total_charge": 0, "gap_ha": 0.303}

=====

No. 6
{"formula": "C18H37N6O5", "method": "wB97M-V/def2-TZVPD", "species": ["O", "O", "O", "O", "O", "C", "C", "C", "C", "C", "N", "N", "N", "N", "N", "N", "C", "C", "C", "C", "C", "C", "C", "C", "C", "C", "C", "C", "C", "H", "H", "H", "H", "H", "H", "H", "H", "H", "H", "H", "H", "H", "H", "H", "H", "H", "H", "H", "H", "H", "H", "H", "H", "H", "H", "H", "H", "H", "H", "H", "H", "H", "H", "H", "H", "H"], "xyz": [[4.289, 3.168, -1.711], [-7.119, -8.528, -0.115], [-0.091, -4.497, 1.541], [4.159, 6.252, 1.531], [-8.070, -6.878, -1.335], [4.065, 4.154, -2.402], [-7.018, -7.608, -0.907], [-0.632, -3.882, 0.630], [4.290, 5.570, 0.521], [-0.571, 1.902, 2.153], [-1.747, 2.269, 2.581], [5.392, 4.854, 0.288], [0.298, 2.776, 1.676], [0.815, -1.777, 0.776], [3.531, 5.284, -1.922], [-0.298, 0.630, 2.210], [4.404, 4.139, -3.875], [6.569, 4.830, 1.157], [-1.248, -1.604, -0.467], [-5.633, -7.237, -1.423], [-1.401, -4.682, -0.431], [0.097, 4.240, 1.587], [-0.565, -2.326, 0.695], [-4.782, -6.587, -0.325], [-2.641, -5.355, 0.177], [-3.456, -6.077, -0.902], [1.396, 5.001, 1.292], [1.948, 4.704, -0.114], [3.151, 5.587, -0.519], [-8.842, -7.276, -0.902], [-1.989, 3.243, 2.547], [-2.389, 1.598, 2.958], [5.382, 4.250, -0.525], [1.192, 2.416, 1.379], [1.352, -2.302, 1.478], [1.284, -1.854, -0.131], [3.404, 6.025, -2.597], [-0.953, -0.009, 2.615], [0.508, 0.229, 1.741], [3.496, 4.271, -4.460], [5.107, 4.940, -4.097], [4.860, 3.182, -4.126], [6.950, 5.844, 1.289], [6.302, 4.428, 2.136], [7.351, 4.210, 0.715], [-2.308, -1.876, -0.516], [-0.772, -1.863, -1.418], [-1.182, -0.520, -0.337], [-5.747, -6.548, -2.265], [-5.139, -8.140, -1.794], [-0.734, -5.447, -0.841], [-1.700, -4.041, -1.262], [-0.632, 4.468, 0.807], [-0.290, 4.609, 2.539], [-1.101, -2.060, 1.611], [-5.337, -5.751, 0.115], [-4.586, -7.316, 0.470], [-2.337, -6.072, 0.947], [-3.266, -4.594, 0.656], [-2.877, -6.915, -1.304], [-3.665, -5.385, -1.725], [1.197, 6.070, 1.376], [2.133, 4.727, 2.048], [1.150, 4.862, -0.840], [2.242, 3.655, -0.156], [2.803, 6.621, -0.498]], "lowdin_charge": [0.0272, 0.0894, 0.0804, 0.0505, 0.1101, -0.5519, -0.5131, -0.3167, -0.4654, -0.4788, 0.2276, 0.0383, 0.1144, 0.0278, 0.1098, 0.2151, 0.0112, -0.0417, -0.0724, -0.1112, -0.1257, -0.1569, -0.3696, -0.1976, -0.1978, -0.2151, -0.1675, -0.1374, -0.1722, 0.1286, 0.1198, 0.1374, 0.0953, 0.1555, 0.0924, 0.0935, 0.1488, 0.1193, 0.1015, 0.0870, 0.0891, 0.0902, 0.0904, 0.0867, 0.0885, 0.0853, 0.0881, 0.0639, 0.1178, 0.1316, 0.1323, 0.0971, 0.1278, 0.1246, 0.1233, 0.1231, 0.1269, 0.1263, 0.1182, 0.1252, 0.1160, 0.1301, 0.1203, 0.1243, 0.1051, 0.1575], "homo_energy_ev": -11.673, "mol_weight_g_mol": 417.5, "total_charge": 1, "gap_ha": 0.333}